One molecule with the formula C5H3NO, computed with ωB97M-V/def2-TZVPD.

Properties
HOMO = -0.367 Eh
Total charge = 0
LUMO level = -1.1 eV
Total energy = -8764.46363 eV
Molecular weight = 93.1 g/mol
Relative energy (zero: lowest compared OMol25 entry of this formula, charge and spin) = 127.8 kcal/mol

Atoms and positions in Å:
O -2.2975 -0.1598 0.1793
C -1.1160 -0.1453 0.0494
C -0.1392 -1.1511 -0.5680
C 1.1265 -0.4488 -0.3394
C 1.8384 0.4809 0.0565
C -0.2344 1.0228 0.5374
N 0.1497 2.0470 1.0061
H -0.3971 -1.3070 -1.6208
H -0.2363 -2.1148 -0.0574
H 1.3060 1.7760 0.7569


A 2-piece molecular cluster, C14H8Cl2F4N2O2S overall in a non-equilibrium geometry, computed with ωB97M-V/def2-TZVPD.

Properties
HOMO = -0.348 Eh
Total charge = 0
LUMO level = -0.7 eV
Total energy = -68470.94549 eV
Molecular weight = 415.2 g/mol

Atoms and positions in Å:
N -5.8275 -1.8231 3.1586
C -4.9257 -1.2695 3.6567
C -3.7440 -0.7008 4.2168
C -2.7039 -0.2802 3.3827
C -1.4619 0.0076 3.9296
C -1.2264 -0.1886 5.3064
C 0.1844 -0.5211 5.7168
F 0.3461 -1.8888 5.6999
S 0.9326 -0.0873 7.4198
O 0.4034 -1.0313 8.3797
O 0.7908 1.3415 7.5715
C 2.8749 -0.3976 7.3709
F 3.2981 -0.6526 8.6230
F 3.5124 0.7038 6.9125
F 3.1681 -1.4367 6.5695
C -2.3259 -0.3590 6.1600
C -3.5755 -0.6449 5.6019
H -2.8680 -0.2545 2.3069
H -0.6416 0.3207 3.2838
H 0.8793 -0.0796 4.9748
H -2.2101 -0.3015 7.2409
H -4.4202 -0.8798 6.2532
Cl -0.2852 -6.4627 5.4126
C 1.2095 -7.2747 5.5635
C 1.2710 -8.6690 5.7429
C 2.5281 -9.2703 5.8772
C 3.6565 -8.4422 5.8785
C 3.4742 -7.0622 5.6790
Cl 4.7958 -5.9803 5.6427
N 2.2842 -6.4972 5.5074
H 0.3302 -9.2002 5.7697
H 2.6324 -10.3497 5.9769
H 4.6769 -8.7707 6.0235


C22H37AgAsF6NO14 as an isolated structure in a non-equilibrium geometry, computed with ωB97M-V/def2-TZVPD.

Properties
HOMO = -0.358 Eh
Total charge = 0
LUMO level = -0.3 eV
Total energy = -134714.26929 eV
Molecular weight = 836.3 g/mol
Relative energy (zero: lowest compared OMol25 entry of this formula, charge and spin) = 4.2 kcal/mol

Atoms and positions in Å:
Ag 0.6345 -0.0352 -0.1897
As 1.0988 3.0315 2.2772
F 0.6773 2.6182 3.8977
F -0.5190 3.5521 1.9549
F 1.5050 3.3725 0.6254
F 2.6760 2.4038 2.5357
F 0.6312 1.4148 1.7882
F 1.6047 4.5940 2.7550
C 5.8037 4.5650 0.2813
C 5.4569 5.0997 -0.9580
C 4.5302 4.4322 -1.7365
C 3.9445 3.2858 -1.2485
C 4.3621 2.6805 -0.0792
C 5.3232 3.3199 0.6711
N 2.8673 2.6612 -2.0218
O 2.3935 3.2815 -2.9526
O 2.5256 1.5304 -1.7196
H 6.4301 5.1377 0.9542
H 5.8291 6.0832 -1.2067
H 4.2420 4.8884 -2.6731
H 3.8582 1.7956 0.2763
H 5.6697 2.9056 1.6087
C -5.0701 -0.6708 3.0715
C -4.2594 0.4371 2.4090
O -3.2027 0.0287 1.5479
C -2.1383 -0.6267 1.9879
O -1.1943 -0.8527 1.2755
O -2.2134 -0.9729 3.2669
C -0.9761 -1.3297 3.9067
H -4.7290 -0.8848 4.0830
H -4.8582 -1.6374 2.5900
H -6.1454 -0.5444 3.0002
H -3.8963 1.1284 3.1712
H -4.9447 1.0057 1.7842
H -0.4069 -2.0426 3.3119
H -1.2412 -1.7698 4.8606
H -0.3771 -0.4289 4.0433
C -2.7311 -4.4897 -2.6445
C -1.6859 -3.5400 -2.1497
O -0.9963 -2.9952 -3.3046
C -0.0768 -2.0795 -3.0403
O 0.2227 -1.6929 -1.9354
O 0.4471 -1.6412 -4.1729
C 1.5149 -0.6902 -4.0487
H -2.3718 -5.3915 -3.1289
H -3.4871 -3.9501 -3.2136
H -3.2916 -4.8327 -1.7613
H -0.9635 -3.9702 -1.4617
H -2.1652 -2.7080 -1.6298
H 2.1247 -0.8203 -4.9355
H 2.0523 -0.8012 -3.1135
H 1.0999 0.3207 -4.0652
C -0.2713 -4.7600 0.9650
C 1.1153 -4.3442 0.5322
O 1.7947 -3.7840 1.6778
C 2.0218 -2.4811 1.7061
O 2.0163 -1.7356 0.7519
O 2.2875 -2.1118 2.9528
C 2.6654 -0.7485 3.1237
H -0.2440 -5.4223 1.8297
H -0.7945 -5.2561 0.1484
H -0.8338 -3.8733 1.2736
H 1.0639 -3.6456 -0.3012
H 1.7261 -5.2117 0.2886
H 2.5756 -0.5044 4.1821
H 2.0108 -0.0399 2.6149
H 3.6975 -0.5868 2.8188
C -4.1981 -0.2479 -1.6901
C -3.2497 -0.0028 -2.8300
O -2.8496 1.3705 -2.9095
C -1.8614 1.7622 -2.1190
O -1.1942 1.0352 -1.4173
O -1.6868 3.0595 -2.2852
C -0.7124 3.6592 -1.4305
H -4.2050 -1.2980 -1.3934
H -5.2145 0.0188 -1.9782
H -3.8736 0.3152 -0.8174
H -3.6823 -0.1901 -3.8113
H -2.3530 -0.6220 -2.7598
H -0.6636 4.7163 -1.6683
H 0.2691 3.2268 -1.6214
H -0.9402 3.5269 -0.3770


An isolated ion of composition C4H7N2 and charge +1 in a non-equilibrium geometry, computed with ωB97M-V/def2-TZVPD.

Properties
HOMO = -0.516 Eh
Total charge = +1
LUMO level = -5.9 eV
Total energy = -7231.70942 eV
Molecular weight = 83.1 g/mol
Relative energy (zero: lowest compared OMol25 entry of this formula, charge and spin) = 92.9 kcal/mol

Atoms and positions in Å:
C 2.1790 -0.9577 0.0508
C 0.1262 0.0188 -0.3095
C 1.2113 1.0760 0.0332
C -1.4126 -0.2394 0.2837
N 0.9232 -1.1486 -0.0722
N 2.3142 0.4389 0.1829
H -0.1310 0.0174 -1.3655
H 0.9678 2.0824 0.0082
H -1.7079 -1.0586 -0.4106
H -1.9207 0.6157 0.1384
H -1.1223 -0.6419 1.2999
H 0.5504 -2.1000 -0.0099
H 3.2376 0.7824 0.4027


C4H7I as an isolated structure in a non-equilibrium geometry, computed with ωB97M-V/def2-TZVPD.

Properties
HOMO (spin up / spin down) = -0.253 / -0.358 Eh
Total charge = 0
LUMO level (spin up / spin down) = 0.9 / -3.3 eV
Total energy = -12357.54679 eV
2S+1 = 3
Molecular weight = 182.0 g/mol
Relative energy (zero: lowest compared OMol25 entry of this formula, charge and spin) = 0.0 kcal/mol

Atoms and positions in Å:
C -0.0737 -1.1412 -0.7661
C 0.1262 -1.0855 0.6669
C -0.5482 0.0210 0.0472
C -0.2130 1.4363 -0.0751
I -3.2896 -0.0190 0.3115
H 0.8461 -1.0726 -1.4443
H -0.9577 -1.6509 -1.2494
H -0.3110 -1.7441 1.4264
H 1.1109 -0.7944 1.0035
H -0.6401 2.0358 0.6881
H -0.6528 1.9767 -0.9961
H 0.8230 1.4477 -0.0730


A 2-piece molecular cluster, C2HNO overall in a non-equilibrium geometry, computed with ωB97M-V/def2-TZVPD.

Properties
HOMO (spin up / spin down) = -0.406 / -0.406 Eh
Total charge = 0
LUMO level (spin up / spin down) = -2.1 / -2.1 eV
Total energy = -5623.30185 eV
Molecular weight = 55.0 g/mol
Relative energy (zero: lowest compared OMol25 entry of this formula, charge and spin) = 75.6 kcal/mol

Atoms and positions in Å:
C 1.3591 -0.3624 -0.0513
C -0.9883 0.2415 0.0683
N 2.4692 -0.5237 0.0703
O -1.4020 1.3662 0.0100
H -1.4379 -0.7217 -0.0973